(1)
13
Properties=species:S:1:pos:R:3:forces:R:3 method="wB97M-V/def2-TZVPD" de_lowest_kj_mol=300.10 e_homo_ev=-8.1 e_tot_ha=-609.44419 lumo_energy_ev=0.3762 total_charge=0 orbital_gap_ev=8.49
C -0.837 -0.088 0.765 -0.2 -1.5 -0.6
C -0.961 -0.549 -0.732 1.6 0.1 1.7
C -0.259 0.378 -1.681 -2.8 2.6 -0.3
C 1.111 1.054 1.770 1.4 0.2 0.6
N 0.244 0.359 1.234 0.3 0.8 0.2
S 2.640 0.349 2.434 -2.7 -2.1 -1.7
H -1.566 -0.449 1.523 0.2 0.4 -0.7
H -0.390 -1.488 -0.752 -0.7 -0.2 -0.1
H -1.992 -0.689 -0.873 -1.3 -0.4 -0.7
H -0.179 0.200 -2.739 -0.3 -0.9 -0.3
H -0.713 1.423 -1.629 0.4 -1.2 0.0
H 0.686 0.505 -1.325 2.9 0.4 0.9
H 2.217 -1.005 2.004 1.2 1.9 1.0

(2)
18
Properties=species:S:1:pos:R:3:forces:R:3 method="wB97M-V/def2-TZVPD" e_homo_ev=-8.6 e_tot_ha=-1514.68679 lumo_energy_ev=0.4274 total_charge=0 orbital_gap_ev=8.98
C 0.054 1.193 -1.021 1.7 0.8 -2.4
C 0.641 -0.152 -0.599 0.1 -0.7 -0.6
C -0.176 -1.315 -1.155 0.0 0.0 -0.4
C -0.610 0.232 1.887 -1.3 -0.2 0.8
H 0.856 2.405 0.866 0.1 0.5 -0.4
H 0.049 1.279 -2.112 0.4 0.0 -0.1
H -0.983 1.291 -0.695 2.6 1.3 -3.0
H 1.679 -0.229 -0.944 -0.2 0.0 0.0
H 0.669 -0.214 0.494 0.6 -1.0 -2.3
H -0.187 -1.282 -2.250 0.0 -0.1 0.1
H -1.219 -1.254 -0.826 0.3 -0.2 -0.2
H 0.374 -2.844 0.587 0.0 0.0 -0.1
H -1.034 0.631 2.810 0.2 0.0 -0.1
H -0.537 -0.857 1.913 0.0 0.2 0.0
F 0.619 0.769 1.681 0.1 0.9 2.8
S 1.009 2.628 -0.448 0.0 0.2 -0.2
S 0.497 -2.953 -0.746 0.0 0.1 0.1
Cl -1.701 0.670 0.557 -4.5 -1.9 6.1

(3)
93
Properties=species:S:1:pos:R:3:forces:R:3 method="wB97M-V/def2-TZVPD" multiplicity=2 de_lowest_kj_mol=0.00 e_homo_ev="-10.1 / -10.3" e_tot_ha=-7993.08878 lumo_energy_ev="-3.2900 / -3.3021" total_charge=+1 orbital_gap_ev="6.82 / 6.99"
Cr 0.724 0.279 0.380 0.5 0.1 0.2
C -5.736 -2.544 0.467 0.0 0.0 0.0
C -4.448 -3.364 0.424 0.0 0.0 0.0
C -4.406 -4.287 1.651 0.0 0.0 0.0
C -4.441 -4.208 -0.859 0.0 0.0 0.0
C -3.207 -2.482 0.435 -0.1 0.0 0.0
C -1.937 -3.060 0.395 0.0 0.0 0.0
C -0.813 -2.265 0.403 0.0 0.0 0.0
N -0.891 -0.931 0.450 -0.2 -0.1 0.0
C -2.096 -0.352 0.495 0.0 0.2 0.0
C -3.263 -1.094 0.486 -0.1 0.0 0.0
C -2.037 1.129 0.553 0.0 -0.2 0.0
C -3.135 1.959 0.601 -0.1 0.1 0.0
C -2.969 3.344 0.660 -0.1 0.0 0.0
C -1.664 3.820 0.670 0.0 0.0 0.0
C -0.607 2.931 0.616 0.0 0.0 0.0
N -0.786 1.616 0.556 0.0 0.0 -0.1
C -4.188 4.257 0.713 0.0 0.0 0.0
C -5.036 4.022 -0.545 0.0 0.0 0.0
C -5.011 3.912 1.963 0.0 0.0 0.0
C -3.795 5.733 0.775 0.0 0.0 0.0
H -6.591 -3.219 0.458 0.0 0.0 0.0
H -5.829 -1.885 -0.399 0.0 0.0 0.0
H -5.805 -1.941 1.376 0.0 0.0 0.0
H -5.303 -4.909 1.672 0.0 0.0 0.0
H -4.370 -3.710 2.577 0.0 0.0 0.0
H -3.541 -4.950 1.630 0.0 0.0 0.0
H -5.338 -4.829 -0.894 0.0 0.0 0.0
H -3.575 -4.870 -0.904 0.0 0.0 0.0
H -4.432 -3.574 -1.748 0.0 0.0 0.0
H -1.809 -4.132 0.357 0.0 0.0 0.0
H 0.183 -2.689 0.368 0.0 0.0 0.0
H -4.215 -0.584 0.521 0.0 0.0 0.0
H -4.127 1.531 0.594 0.0 0.0 0.0
H -1.447 4.876 0.718 0.0 0.0 0.0
H 0.420 3.271 0.620 0.0 0.0 0.0
H -5.396 2.993 -0.607 0.0 0.0 0.0
H -4.466 4.239 -1.450 0.0 0.0 0.0
H -5.908 4.678 -0.526 0.0 0.0 0.0
H -5.373 2.882 1.941 0.0 0.0 0.0
H -5.880 4.568 2.021 0.0 0.0 0.0
H -4.421 4.046 2.871 0.0 0.0 0.0
H -3.228 6.039 -0.107 0.0 0.0 0.0
H -3.207 5.960 1.666 0.0 0.0 0.0
H -4.698 6.343 0.812 0.0 0.0 0.0
S 0.829 0.267 2.667 0.1 0.0 -0.2
C 2.469 0.399 3.330 -0.1 0.0 0.1
C 2.626 0.445 4.715 0.0 0.0 0.0
C 3.890 0.577 5.266 0.0 0.0 0.0
C 5.014 0.658 4.450 0.0 0.0 0.0
C 4.869 0.593 3.074 0.0 0.0 0.0
C 3.601 0.453 2.522 0.0 0.1 -0.1
As 3.213 0.326 0.655 -0.2 -0.4 0.2
C 4.894 0.533 -0.249 -0.1 0.1 -0.1
C 5.850 -0.476 -0.187 0.1 0.0 0.0
C 7.078 -0.289 -0.803 0.0 0.0 0.0
C 7.347 0.894 -1.480 0.0 0.0 0.0
C 6.389 1.895 -1.546 0.0 0.0 0.0
C 5.158 1.715 -0.929 0.0 0.0 0.0
C 2.918 -1.624 0.491 0.2 0.0 -0.1
C 2.918 -2.184 -0.786 0.0 0.0 0.0
C 2.760 -3.554 -0.950 0.0 0.0 0.0
C 2.601 -4.372 0.160 0.0 0.0 0.0
C 2.609 -3.820 1.435 0.0 0.0 0.0
C 2.769 -2.451 1.601 0.0 0.0 0.0
H 1.752 0.393 5.352 0.0 0.0 0.0
H 3.999 0.625 6.342 0.0 0.0 0.0
H 5.998 0.768 4.886 0.0 0.0 0.0
H 5.740 0.649 2.433 0.0 0.0 0.0
H 5.640 -1.402 0.334 0.0 0.0 0.0
H 7.826 -1.070 -0.755 0.0 0.0 0.0
H 8.306 1.033 -1.962 0.0 0.0 0.0
H 6.597 2.814 -2.078 0.0 0.0 0.0
H 4.406 2.493 -0.985 0.0 0.0 0.0
H 3.047 -1.551 -1.653 0.0 0.0 0.0
H 2.768 -3.982 -1.944 0.0 0.0 0.0
H 2.482 -5.441 0.033 0.0 0.0 0.0
H 2.499 -4.455 2.305 0.0 0.0 0.0
H 2.775 -2.032 2.599 0.0 0.0 0.0
C 2.685 0.855 -4.645 0.2 0.0 -0.2
Si 1.010 0.227 -4.183 0.1 0.0 0.3
C 0.818 -1.587 -4.470 0.0 -0.2 -0.2
C -0.359 1.221 -4.923 -0.1 0.1 -0.2
Se 0.810 0.543 -1.932 -0.2 0.1 0.2
H 2.850 0.773 -5.724 0.0 0.0 0.0
H 3.463 0.286 -4.133 0.0 0.0 0.0
H 2.783 1.904 -4.361 0.0 0.0 0.0
H 0.883 -1.804 -5.541 0.0 0.0 0.0
H -0.151 -1.934 -4.107 0.0 0.0 0.0
H 1.602 -2.147 -3.959 0.0 0.0 0.0
H -0.346 1.156 -6.015 0.0 0.0 0.0
H -0.258 2.269 -4.638 0.0 0.0 0.0
H -1.324 0.858 -4.565 0.0 0.0 0.0